(1)
Molecular formula: C26H47MoN3O5PSSi
Method: DFT, ωB97M-V/def2-TZVPD

Atoms and positions in Å:
C1 -1.811541 -4.397453 6.685225
H1 -6.869300 -9.214835 1.356573
H2 5.558632 6.323005 0.010778
C2 -4.141673 -11.673431 0.781531
H3 -1.203299 10.281566 -2.449284
C3 0.093094 -5.980368 3.917223
H4 0.225795 -4.474108 6.102345
H5 3.233356 7.545547 1.572040
H6 1.299187 6.013614 -0.468676
H7 2.169109 -6.282394 3.631324
O1 3.513845 7.930174 -4.098448
C4 2.189763 5.521254 -0.074585
H8 2.325635 4.557674 -0.567949
H9 0.989049 8.520510 -4.984247
H10 -5.296949 -7.553670 0.641720
C5 4.690899 5.679136 0.151640
H11 0.845351 11.348034 -3.653777
C6 -3.374157 -5.599695 5.282842
C7 -5.564166 -10.559648 2.319801
C8 1.507140 -5.784105 4.332917
C9 -3.112940 -4.810291 6.383073
H12 -2.389107 -10.152332 -0.563565
H13 -3.549243 -8.985556 -1.183890
C10 1.462066 10.565170 -3.212745
C11 4.831861 7.614877 -4.739055
H14 4.091201 5.718146 -5.451239
H15 2.293180 10.374948 -3.894477
O2 -2.662911 -6.810035 3.414239
C12 -5.703441 -10.142259 -0.137834
C13 4.767982 8.300683 -6.086740
C14 3.270219 7.723332 0.497575
C15 -3.192520 -10.135189 2.414963
C16 4.921139 6.107296 -4.861071
H16 -0.137824 9.930697 -1.084367
H17 -3.299796 -9.746438 3.429504
C17 -0.512797 9.548339 -2.033221
H18 4.126625 8.369415 0.296942
H19 -3.930780 -4.509459 7.024957
H20 1.739045 -4.716107 4.340176
O3 1.491736 8.299857 -2.328017
H21 -4.379514 -5.929333 5.059701
H22 1.671611 -6.160101 5.342258
H23 4.643572 5.393020 1.202417
H24 -5.184006 -7.840985 2.385967
N1 -4.262275 -11.085680 2.116971
Si1 2.869736 7.655862 -2.700683
H25 5.924596 7.706767 -2.872954
N2 -5.891136 -9.493266 1.252063
H26 -0.523053 9.409399 -4.811977
H27 2.024716 5.332143 0.986413
H28 -0.393411 7.785846 -4.133142
H29 -6.319810 -11.336441 2.206711
H30 -6.456888 -10.926556 -0.204810
H31 2.350186 8.235597 0.211629
H32 4.818149 4.777770 -0.447014
O4 -0.084586 -6.545388 2.786094
C18 5.915744 8.192227 -3.850773
H33 -4.865495 -12.482789 0.685692
H34 5.781789 9.267245 -3.725117
C19 -1.015826 -5.575556 4.719432
H35 -2.229618 -10.644824 2.355823
C20 -2.343468 -5.989814 4.432546
H36 5.849663 5.839895 -5.365173
H37 -5.900804 -9.369774 -0.879735
C21 3.415603 6.400995 -0.231512
H38 -1.059575 8.622960 -1.855048
C22 -3.345075 -9.668689 -0.356892
H39 6.889046 8.027687 -4.312535
H40 -1.620963 -3.782675 7.552788
C23 0.623189 9.319835 -3.007087
H41 1.845123 10.936139 -2.261358
N3 -4.397184 -10.680794 -0.261548
P1 -3.229524 -8.723389 1.219436
H42 5.695501 8.117934 -6.628978
C24 -5.017627 -8.283251 1.402829
Mo1 -1.722768 -6.911357 1.707212
S1 -2.611419 -5.717996 0.272775
C25 0.150833 8.713341 -4.312821
H43 -5.664111 -10.078588 3.291732
C26 -0.782642 -4.786403 5.870645
H44 -3.143037 -12.086475 0.655312
H45 3.940901 7.912241 -6.679994
H46 4.646854 9.377041 -5.968847
H47 4.922927 5.633320 -3.877938
O5 3.580616 6.696962 -1.684746

Cartesian forces, eV/Å:
C 0.0322 0.0066 0.0015
H -0.0028 -0.0022 -0.0017
H -0.0022 0.0000 0.0009
C 0.0035 -0.0056 0.0141
H 0.0009 -0.0003 -0.0017
C 0.0366 0.0159 -0.0034
H -0.0037 0.0017 0.0004
H -0.0006 -0.0004 -0.0016
H 0.0044 0.0013 -0.0031
H 0.0041 -0.0031 0.0039
O -0.0085 0.0314 -0.0146
C 0.0154 -0.0096 0.0051
H 0.0053 0.0746 -0.0536
H -0.0007 -0.0013 0.0001
H 0.0088 0.0044 -0.0033
C 0.0048 -0.0012 0.0081
H 0.0014 0.0003 0.0003
C -0.0083 -0.0104 -0.0078
C -0.0074 0.0137 -0.0123
C 0.0003 0.0019 0.0070
C -0.0345 -0.0018 0.0014
H 0.0010 -0.0020 -0.0036
H 0.0040 0.0060 0.0006
C 0.0015 0.0048 -0.0012
C 0.0047 -0.0187 0.0031
H 0.0009 0.0021 -0.0023
H -0.0033 -0.0016 0.0029
O 0.0534 0.0076 -0.0375
C -0.0098 0.0086 0.0200
C -0.0005 0.0008 -0.0045
C 0.0011 0.0083 -0.0039
C 0.0009 -0.0026 -0.0148
C -0.0004 -0.0031 0.0046
H -0.0023 -0.0016 0.0017
H 0.0001 -0.0079 0.0055
C 0.0033 -0.0037 -0.0034
H -0.0010 -0.0019 0.0036
H -0.0003 -0.0028 -0.0021
H 0.0015 -0.0013 -0.0104
O 0.0022 0.0092 -0.0037
H 0.0000 0.0030 0.0005
H 0.0064 -0.0034 -0.0049
H 0.0024 0.0042 -0.0035
H 0.0015 -0.0002 0.0032
N -0.0061 0.0065 -0.0015
Si 0.0119 -0.0209 0.0081
H -0.0001 -0.0028 0.0039
N 0.0092 -0.0023 0.0001
H 0.0000 0.0022 0.0044
H -0.0043 0.0082 0.0007
H 0.0014 0.0007 -0.0008
H 0.0014 -0.0036 0.0036
H 0.0020 -0.0032 -0.0038
H 0.0002 -0.0029 -0.0016
H -0.0068 0.0005 -0.0019
O 0.0307 -0.0419 0.0588
C -0.0091 0.0070 0.0012
H -0.0001 -0.0008 -0.0021
H -0.0002 -0.0026 -0.0004
C -0.0081 -0.0014 -0.0073
H 0.0000 -0.0017 0.0021
C -0.0044 -0.0221 0.0072
H -0.0009 0.0011 0.0002
H 0.0025 -0.0009 -0.0038
C 0.0005 -0.0084 0.0268
H -0.0008 0.0018 0.0041
C -0.0090 0.0095 -0.0271
H -0.0004 -0.0012 0.0010
H -0.0029 0.0006 0.0004
C -0.0110 0.0031 -0.0026
H -0.0001 -0.0014 -0.0007
N 0.0062 0.0138 -0.0064
P 0.0773 -0.0273 0.0486
H -0.0011 0.0005 0.0003
C -0.0152 -0.0086 0.0107
Mo -0.2103 -0.0022 0.0310
S 0.0072 -0.0105 -0.0526
C 0.0049 -0.0032 0.0010
H 0.0013 -0.0021 0.0031
C 0.0030 -0.0024 0.0127
H -0.0002 -0.0015 -0.0042
H -0.0002 -0.0011 0.0012
H 0.0001 -0.0016 0.0017
H 0.0029 0.0002 -0.0030
O 0.0119 0.0031 -0.0026

Results
**Charge**: +3
**HOMO level (spin up / spin down)**: -15.4508 / -15.4485 eV
**Multiplicity**: 1
**Orbital gap (spin up / spin down)**: 7.50 / 7.50 eV

Löwdin atomic charge list, values in e, 2 entries: -0.033, 0.190

(2)
Molecular formula: H42O21
Method: DFT, ωB97M-V/def2-TZVPD

Atoms and positions in Å:
O1 1.629470 -1.014717 1.467225
H1 -0.204871 -3.357275 -0.290714
H2 -4.416129 -3.310323 0.539524
O2 -0.727543 4.385574 -1.449325
H3 -2.736709 0.599871 -3.016222
H4 -1.234469 2.153915 -3.440882
H5 5.450937 1.158041 -0.666143
O3 -0.354223 -2.868431 2.611779
H6 2.171451 -1.295686 2.240873
H7 -1.853112 -3.241950 -0.283345
O4 -1.512565 -0.310008 -0.272822
H8 -0.464142 -2.427052 3.301575
O5 -4.310296 -2.477039 0.196690
H9 1.595402 4.732331 0.813632
H10 1.945493 2.033998 -1.720826
O6 2.723698 -2.376304 3.970113
H11 -3.574079 -0.369255 3.195172
H12 -0.769793 2.187010 -1.962655
H13 1.027798 -3.775262 0.585412
O7 -3.100368 0.425827 -2.226828
H14 -0.727717 3.805582 -0.601544
O8 0.362901 -1.527028 -3.277795
H15 -2.361849 2.433871 2.926263
O9 2.465372 -0.638483 -1.944339
H16 1.571762 1.054657 0.020923
H17 2.688004 -0.642866 -0.921279
H18 1.869308 -2.038727 3.862358
H19 -3.692949 -0.355238 -2.022557
H20 -1.709418 2.035382 1.640020
H21 0.124587 -3.305662 -2.254304
O10 1.491797 -4.344250 1.331419
H22 -3.277499 2.127012 -0.977766
H23 2.040220 -0.044593 1.578717
H24 4.033719 1.314597 -0.245947
O11 -3.713209 -0.750287 2.242578
O12 -1.062634 -2.802490 0.079463
H25 -0.528060 -2.418931 1.786699
H26 -3.039944 -0.091559 1.970414
H27 3.065555 2.771571 -1.407659
O13 0.628163 -3.390430 -1.516940
H28 -4.398378 -1.781532 1.008829
O14 -0.900847 1.604367 -2.700513
H29 2.008619 -1.517306 -1.894604
H30 0.579841 2.989529 2.235061
H31 1.031719 -4.038830 2.074917
O15 4.913306 1.097699 0.110725
H32 0.126907 -0.855769 -2.770872
H33 -1.568417 4.486722 -1.670054
H34 -1.964081 -0.689592 -1.061163
O16 -1.909952 1.681451 2.462917
H35 0.610687 0.262023 -0.601677
H36 1.060310 -1.100052 -3.929317
H37 -2.086213 1.448728 -0.683855
H38 2.636740 -3.161334 3.417490
H39 -0.014677 2.310801 1.123069
O17 2.888928 1.925104 -1.684570
O18 2.322931 4.568248 0.319180
O19 0.934675 1.141794 -0.657103
H40 1.142703 -2.620993 -1.864974
H41 -1.179538 -1.181639 0.030347
H42 1.662936 4.754634 -0.493813
O20 0.032325 3.236606 1.594165
O21 -2.382261 2.302942 -0.602158

Cartesian forces, eV/Å:
O 2.3238 3.8140 1.2680
H -3.1435 2.0880 0.2946
H -0.5030 -2.9795 1.5074
O 6.4853 -1.9817 3.6025
H 1.6653 -0.0329 -4.6005
H 0.5836 -0.1912 0.8703
H 0.6155 -0.0386 -0.6433
O 1.9698 -6.7510 -8.0504
H -0.3559 -1.0438 -0.6090
H 0.2565 0.2891 0.5143
O 0.0054 -1.0590 -0.7439
H -1.8119 6.3850 9.0000
O 0.1192 5.3508 0.7171
H -3.2156 0.4760 4.3128
H -0.8983 -0.9960 -0.4372
O 1.5498 -0.7342 -0.3041
H -1.3237 -1.7631 -1.8071
H -0.0098 0.7143 0.3224
H 2.1069 -2.0383 2.5360
O -3.8696 -2.1138 5.8392
H -0.3387 1.6202 -2.1177
O 3.6167 -3.5801 -6.1443
H 0.7030 -1.0792 -0.6260
O 0.1361 -2.1403 3.7798
H 1.5717 0.7121 0.8922
H -0.0016 0.5820 -2.9672
H -2.2656 1.0380 0.3516
H 0.9982 1.3600 -1.5803
H 0.2096 1.0518 -2.5091
H -3.6739 -0.6968 -3.5486
O -0.0121 0.9850 -4.2414
H 0.8019 0.6985 0.3972
H -1.6029 -2.6340 -0.8695
H 0.2874 0.0114 -0.0631
O 1.4649 2.3843 3.2443
O 1.4023 -2.0747 -0.4445
H -0.4986 0.3572 -0.1001
H -0.0815 -0.3637 -1.4127
H 1.6919 3.5196 1.0756
O 4.3021 0.1054 1.6515
H 0.5571 -2.5048 -2.4610
O 0.2060 -0.4369 -2.2733
H 1.0511 1.4984 -0.7505
H 3.7179 -1.0270 4.7827
H -1.4392 0.6583 1.8905
O -0.8737 -0.0566 0.6670
H -1.9011 5.2694 3.6579
H -5.8883 0.5843 -1.3165
H 0.1845 1.1716 0.4942
O -1.7515 -0.5071 3.3993
H -1.5570 -1.2829 -0.5427
H -2.1467 -1.2978 1.9872
H 1.7327 -3.5747 -0.0409
H 0.5502 -0.3962 -0.0590
H 0.1090 2.6368 0.5792
O 0.6756 -1.5195 -1.2427
O 0.3141 0.1794 -5.8118
O -1.8935 0.7644 0.7893
H 0.0420 -0.9476 1.2297
H 0.1064 0.2043 0.5716
H 2.8803 -0.6926 1.2651
O -3.3223 -1.2883 -5.8057
O -2.6143 3.3141 0.6338

Results
**HOMO level**: -10.9659 eV
**Multiplicity**: 1
**Orbital gap**: 10.72 eV

Löwdin atomic charge list, values in e, 2 entries: -0.087, 0.069

(3)
Molecular formula: CH5O2PS2
Method: DFT, ωB97M-V/def2-TZVPD

Atoms and positions in Å:
O1 1.214169 0.896352 0.466805
P1 0.962504 2.141808 -0.557142
S1 -2.358542 1.029102 0.078056
H1 -4.082299 -0.863132 -1.033901
H2 0.319902 -1.014063 1.018340
H3 2.062064 -0.891227 0.478444
H4 0.560249 3.422820 1.265117
S2 -4.168593 0.344848 -0.406860
C1 1.085520 -0.513914 0.257059
O2 0.953242 3.395677 0.413755
H5 0.596183 -0.641113 -0.775494

Cartesian forces, eV/Å:
O -0.2063 0.4918 1.0200
P -0.3889 -1.3097 -0.8750
S -0.1599 -0.6560 -0.2174
H 0.6385 0.2307 0.2314
H 1.5471 1.3867 -1.4076
H 0.4290 -0.7404 -0.6033
H -0.7104 -0.2782 1.2666
S -0.2067 0.4507 0.0124
C -3.0614 0.1131 -0.1133
O 0.8371 0.7680 -0.6556
H 1.2819 -0.4566 1.3418

Results
**HOMO level (spin up / spin down)**: -6.6913 / -8.7914 eV
**Multiplicity**: 1
**Orbital gap (spin up / spin down)**: 4.88 / 8.93 eV

Löwdin atomic charge list, values in e, 2 entries: -0.535, 0.793

ΔE to the lowest compared entry with this formula, charge and spin
In order: 0.00 1188.50 330.08
Unit: kJ/mol
Molar mass
In order: 668.75 378.31 144.16
Unit: g mol⁻¹